16
Properties=species:S:1:pos:R:3:forces:R:3:mulliken_charge:R:1 method="wB97M-V/def2-TZVPD" e_lumo_ev=0.5 largest_force_ha_per_bohr=0.1140
C -1.222000 -0.193181 1.149203 -5.108 -0.273 -1.225 -0.50
H -2.144033 0.580163 1.162511 2.247 -1.346 0.132 0.27
H 0.720068 2.254592 -0.487728 -2.453 -1.900 0.205 0.33
H 0.646155 -2.079443 0.213038 -1.564 -0.642 -0.879 0.30
C -1.145906 -0.715323 -0.367580 -2.293 2.915 2.103 -0.59
H -1.845265 -1.259157 -0.900702 -2.199 -1.242 -0.077 0.54
C 0.144638 -1.322050 -0.435687 4.393 1.226 0.628 -0.59
H 0.291306 -1.289447 -1.471402 1.579 -1.323 -1.504 0.41
O 2.278971 -0.069456 -0.084901 -4.164 0.305 1.623 -0.69
C -1.004593 0.695002 -1.090181 0.990 0.594 -1.152 -0.37
C -0.079105 1.385264 -0.316496 -1.066 1.052 -1.534 -0.39
C 0.065617 0.538144 0.979917 1.883 3.654 2.911 -0.07
H 0.478972 1.153728 1.839669 -0.509 -0.758 -1.074 0.43
H -1.630074 -0.973755 1.924896 2.081 1.222 -1.193 0.30
H -1.501735 0.886068 -2.208959 1.775 -0.317 3.254 0.28
C 1.033489 -0.174039 0.182140 4.407 -3.165 -2.217 0.35